(1)
ORCA calculation (ωB97M-V/def2-TZVPD) on H26NeO13 as an isolated structure at a distorted geometry.

Element x y z (Å)
Ne1 -0.309 0.626 -0.093
O1 -1.744 -0.754 -3.280
O2 -2.644 1.509 1.746
O3 2.802 1.383 0.609
O4 3.119 -0.778 -2.763
O5 1.138 -2.429 1.198
O6 2.543 -0.523 2.650
O7 0.112 3.225 -1.981
O8 -4.079 -0.955 1.574
O9 1.015 -2.282 -1.650
O10 -1.549 -2.376 1.279
O11 -1.409 -0.446 3.346
O12 -2.350 3.258 -0.504
O13 2.365 1.780 -2.127
H1 -0.412 3.124 -2.775
H2 1.367 -2.639 0.293
H3 -3.733 -0.635 2.406
H4 2.762 0.056 -2.457
H5 -1.984 1.007 2.224
H6 2.613 2.261 0.938
H7 -3.166 0.847 1.291
H8 0.188 -1.827 -1.808
H9 0.644 4.004 -2.142
H10 -0.614 -2.293 1.464
H11 1.521 2.228 -2.191
H12 2.454 1.568 -1.198
H13 -1.745 -0.754 4.188
H14 -3.372 -1.489 1.210
H15 2.664 0.809 1.362
H16 1.914 -0.948 2.066
H17 -1.589 -2.883 0.468
H18 1.636 -1.867 -2.248
H19 2.949 -1.245 3.131
H20 4.013 -0.795 -2.421
H21 -1.582 -1.353 -4.009
H22 -1.442 -1.216 2.778
H23 -1.617 0.118 -3.654
H24 -2.247 2.848 0.354
H25 -1.527 3.075 -0.958
H26 1.295 -3.240 1.681

Atoms 1-6, force components in eV/Å:
0.022 -0.028 -0.015
0.089 -0.151 0.328
0.092 0.849 -0.107
0.025 0.374 -0.532
0.086 -0.973 -0.288
-0.031 -0.083 0.759

Kohn-Sham gap, eV: 10.12
LUMO level, eV: -0.05

(2)
ORCA calculation (ωB97M-V/def2-TZVPD) on C25H30Cl3NO3Sn as an isolated structure at a distorted geometry.

Element x y z (Å)
Sn1 -1.331 -0.097 -0.368
Cl1 0.689 -1.438 -0.635
Cl2 -2.548 -2.015 -1.092
Cl3 -3.328 0.916 0.504
O1 -0.434 0.626 1.461
O2 -0.690 1.505 -1.333
O3 1.453 1.439 0.502
N1 -0.705 0.697 4.170
C1 0.289 -2.320 -4.494
C2 2.545 2.041 2.942
C3 -2.180 2.120 -3.988
C4 -0.977 -0.547 3.594
C5 2.890 2.852 4.024
C6 0.292 1.375 -3.957
C7 -1.513 -2.839 2.175
C8 0.730 2.413 5.026
C9 0.430 1.491 4.006
C10 -1.272 -0.267 -4.378
C11 0.975 0.127 -4.030
C12 -0.273 -2.709 2.807
C13 0.773 1.125 1.493
C14 -2.272 -0.770 3.107
C15 1.287 1.426 2.867
C16 1.275 -1.414 4.331
C17 -2.567 -0.940 -4.599
C18 0.905 2.693 -3.709
C19 -2.537 -1.928 2.399
C20 0.011 -0.886 -4.305
C21 -1.102 1.125 -4.133
C22 2.425 -0.073 -3.843
C23 0.001 -1.558 3.557
C24 0.732 -3.821 2.710
C25 1.956 3.078 5.044
H1 -0.403 -2.935 -3.903
H2 -3.315 -0.227 -4.968
H3 -1.504 1.171 4.576
H4 0.173 1.632 -0.866
H5 1.628 -2.397 4.657
H6 1.310 -2.570 -4.185
H7 2.644 -1.116 -3.581
H8 0.249 -4.708 2.283
H9 -3.147 1.638 -3.816
H10 -3.018 0.013 3.226
H11 2.977 0.168 -4.766
H12 -3.548 -2.117 2.025
H13 2.168 3.787 5.843
H14 0.210 3.358 -3.183
H15 1.584 -3.551 2.075
H16 3.865 3.345 4.040
H17 1.823 2.602 -3.115
H18 -0.012 2.589 5.813
H19 1.127 -0.798 5.225
H20 2.814 0.568 -3.036
H21 3.221 1.939 2.093
H22 1.171 3.169 -4.665
H23 -1.972 2.787 -3.142
H24 -1.693 -3.717 1.541
H25 -2.445 -1.736 -5.341
H26 -2.262 2.733 -4.895
H27 1.115 -4.089 3.702
H28 -2.950 -1.395 -3.669
H29 2.079 -0.967 3.729
H30 0.180 -2.604 -5.551

Atoms 1-6, force components in eV/Å:
1.422 0.843 -0.561
-0.343 -0.046 0.304
-0.106 0.259 0.124
-0.210 -0.034 -0.065
0.735 0.197 -0.404
-0.106 -0.531 1.155

Kohn-Sham gap, eV: 3.57
Total charge: -2
LUMO level, eV: 4.32